Entry from the OMol25 dataset: a structure of composition C29H57BiCl3N2O3PSi (ωB97M-V/def2-TZVPD).

Geometry as XYZ:
```
97
Properties=species:S:1:pos:R:3:forces:R:3
N -0.159 4.937 1.403 -0.123 0.078 0.086
O 2.521 -0.413 -0.338 0.540 -1.446 -0.252
H 3.843 -3.807 -1.363 -0.143 0.073 -0.373
H 3.332 -2.258 0.054 -0.186 0.134 -0.257
H -1.325 -2.712 -4.977 -0.133 0.241 0.179
C -0.972 6.131 1.186 0.012 -0.059 -0.078
C -2.454 -1.894 3.143 0.083 -0.154 -0.093
H -0.619 -2.761 2.417 -0.205 0.367 0.323
H -0.616 -3.795 4.461 0.078 0.277 0.166
H 0.265 0.062 5.694 -0.305 0.087 -0.128
H 0.684 5.280 3.315 0.030 -0.133 -0.234
H -1.390 6.501 2.133 0.090 -0.179 -0.171
C -1.027 -3.091 -2.877 0.451 -0.595 0.428
C 0.345 -4.827 1.059 -0.001 0.316 -0.408
H -0.366 6.939 0.755 -0.088 -0.246 0.019
H 3.282 -1.424 -3.899 -0.028 0.176 0.163
H 2.205 -0.246 2.044 -0.127 -0.257 0.450
Si -0.515 3.694 -4.340 0.351 0.228 0.310
H 1.796 3.341 -3.374 -0.170 0.289 -0.324
O 0.023 2.654 1.267 -0.902 1.687 -0.347
H -2.557 -2.005 -3.891 0.371 0.007 -0.113
H -1.172 -5.831 -4.362 0.189 0.153 0.024
P -0.040 -0.512 2.754 -0.784 -0.654 -0.410
C 0.262 -3.858 0.047 -0.310 -0.237 0.138
C 2.917 -1.547 -0.689 -0.380 0.919 -0.040
H -2.095 1.440 2.285 -0.023 -0.054 0.374
H -2.761 -1.338 2.243 0.099 -0.113 0.279
H 3.788 -3.512 -3.141 -0.001 0.066 0.295
C -0.673 0.505 5.338 -0.034 0.375 0.388
C 2.424 -0.294 4.185 0.386 -0.090 -0.053
Bi -0.037 0.339 -0.092 -0.284 -1.060 -1.158
H -0.740 -6.062 2.453 -0.106 0.328 -0.235
C -1.482 -2.227 -4.007 -0.151 0.156 -0.296
Cl 1.036 1.953 -1.688 0.061 0.423 -0.220
Cl -0.974 1.640 -4.396 0.139 0.486 -0.245
H -1.139 -2.379 5.387 0.260 -0.025 -0.229
C -2.028 1.372 3.379 0.051 0.094 -0.065
Cl -2.585 0.635 -0.301 0.178 0.128 0.053
H 3.242 -2.364 2.401 -0.173 0.041 0.119
C -2.139 -3.761 0.341 0.181 -0.440 0.126
H -0.429 -4.438 -5.175 -0.004 -0.165 0.205
C -0.988 -3.354 -0.333 -0.130 0.378 -0.361
H 1.581 4.158 2.240 -0.054 0.185 0.016
H -1.452 3.775 -2.025 0.078 0.071 -0.326
C -0.926 -2.067 3.225 0.381 -0.010 -0.013
C 1.308 4.092 -4.005 0.048 -0.197 -0.202
H 1.991 -2.931 3.525 0.044 0.145 -0.264
H -2.151 -1.946 -1.469 0.109 -0.261 0.052
H 1.560 -1.428 -3.438 0.223 0.165 0.182
H 2.627 -0.138 -2.803 -0.068 -0.214 -0.106
H 2.175 0.763 4.349 0.063 -0.271 0.037
H -1.218 5.426 -2.662 0.019 -0.267 -0.139
H -2.607 4.460 -3.186 0.248 -0.078 0.051
H 0.579 -5.601 -4.305 -0.116 -0.050 -0.142
C 3.237 -3.418 -2.197 -0.060 -0.160 0.259
N 2.921 -2.017 -1.943 0.296 -0.168 0.313
H -1.010 5.512 -5.988 0.045 -0.248 0.074
H -2.910 -2.892 3.080 0.024 0.241 0.111
H 1.325 -5.236 1.323 -0.358 0.083 0.020
H 0.551 -2.505 4.824 -0.412 -0.026 -0.045
H -2.852 -1.393 4.038 0.144 -0.123 -0.307
H 3.518 -0.373 4.099 -0.164 0.072 0.139
H -1.427 3.760 0.291 0.247 -0.110 0.218
C -0.547 3.731 0.960 0.751 -1.249 0.455
H -1.927 4.044 -6.376 0.108 0.056 0.058
H 1.376 5.049 -3.468 -0.104 -0.154 -0.161
C 2.577 -1.191 -3.093 -0.422 -0.060 -0.039
H 1.606 5.935 1.951 -0.108 -0.262 -0.026
H -3.091 -3.313 0.047 0.213 -0.249 0.152
H -0.178 -4.862 -2.117 -0.149 0.134 -0.136
H 1.612 -2.719 1.800 0.199 0.141 0.300
C -1.540 4.405 -2.922 -0.317 0.090 -0.082
C 1.000 5.081 2.279 -0.123 0.061 0.034
H -2.854 0.743 3.742 0.290 0.218 -0.133
C -0.660 0.844 3.849 0.658 -0.087 0.055
H 0.080 1.646 3.672 -0.251 -0.198 0.050
H -2.971 -5.112 1.814 0.284 0.159 -0.072
H 1.145 -3.505 -0.498 -0.364 -0.187 0.335
H -1.799 5.900 0.504 0.231 0.040 0.148
H 1.882 4.185 -4.936 -0.166 0.010 0.111
H -1.504 -0.164 5.600 0.233 0.141 -0.124
C -2.060 -4.744 1.335 0.164 0.024 -0.117
H -0.208 4.150 -6.778 -0.014 -0.065 0.105
C -0.495 -2.702 4.555 -0.267 -0.452 0.208
H 2.116 -0.883 5.060 0.081 0.195 -0.186
C -0.487 -4.313 -3.005 -0.705 0.531 0.045
C -0.816 -5.275 1.696 -0.039 -0.093 -0.140
C -0.957 4.413 -6.027 -0.263 0.051 0.183
H -2.163 2.383 3.790 -0.068 -0.206 -0.047
H 2.327 -4.038 -2.276 0.217 0.317 -0.049
H -0.820 1.446 5.889 -0.046 -0.230 0.084
H -0.937 -1.267 -3.995 -0.257 -0.325 0.045
O -0.187 -1.388 -1.528 0.809 1.117 0.849
C -0.380 -5.071 -4.282 0.329 -0.310 -0.387
C -1.139 -2.396 -1.527 -0.154 -0.130 0.455
C 2.173 -2.300 2.647 -0.038 0.065 -0.202
C 1.802 -0.831 2.897 -0.205 0.527 0.265
```
Positions in Å, forces in eV/Å.

Values from the calculation:
LUMO level = 0.5 eV
HOMO energy = -7.20 eV
energy relative to the best compared isomer or geometry (same formula, charge and spin) = 0.147 eV
spin multiplicity = 1
total energy = -3700.61014 Eh